[1]
Below is a 2-piece molecular cluster, C4H13N3O overall in a non-equilibrium geometry, with properties calculated with the ωB97M-V functional and the def2-TZVPD basis.

```
21
Properties=species:S:1:pos:R:3:forces:R:3
C 0.305308 -0.997052 -1.655316 3.0914 5.2124 -5.3554
C -0.884071 -0.778927 -0.792427 -0.8619 -0.0697 0.6593
C -0.522306 -0.161309 0.534161 -4.1614 -0.5720 1.0490
C 0.667893 0.482085 0.810816 0.0818 -0.6123 3.2741
N 1.176484 0.541522 2.131162 -2.8365 -0.4508 -3.3767
N -1.699764 -0.293731 1.404052 4.4030 1.1406 -2.0826
N 1.229523 -1.956034 -1.348207 0.7723 -3.2744 0.9462
H 1.001706 0.037958 -1.686544 -2.1613 -1.1451 0.3463
H 0.285593 -0.946237 -2.855451 -1.3872 -0.6022 2.6820
H -1.730167 -0.122199 -1.199678 1.2554 -1.0705 0.1565
H -1.303525 -1.764143 -0.446980 0.0065 0.5812 -0.8516
H 1.199322 0.861315 -0.063507 0.6000 -0.1762 0.6207
H 0.571921 0.375592 2.958015 0.7218 0.1185 -0.9496
H 1.784790 1.295099 2.121159 1.9112 1.4836 1.1781
H -1.906955 -1.250420 1.403171 -1.2494 -1.5461 0.0207
H -1.649368 0.073026 2.323454 0.1006 0.5030 0.9034
H 1.631008 -1.891497 -0.442471 0.4799 -0.1086 0.6173
H 1.905273 -2.288157 -2.033302 -0.6180 0.4111 0.2032
H -1.389894 3.231947 -0.208006 -0.4535 0.2382 0.1425
H -0.078351 2.405514 -0.221786 -1.5264 2.3844 -1.5766
O -0.594429 3.145658 -0.732325 1.8317 -2.4450 1.3930
```
Positions in Å, forces in eV/Å.

Calculated values
**Spin multiplicity**: 2
**F_max**: 0.1573 Eh/bohr
**Charge**: +1
**Energy relative to the best compared isomer or geometry (same formula, charge and spin)**: 54.7 kcal/mol
**Frontier orbital gap (spin up / spin down)**: 8.49 / 5.33 eV

=====

[2]
Below is FN2O3S as an isolated structure in a non-equilibrium geometry, with properties calculated with the ωB97M-V functional and the def2-TZVPD basis.

```
7
Properties=species:S:1:pos:R:3:forces:R:3
N -0.263813 -0.473735 -1.729800 2.8506 -0.5208 -0.7728
N 0.021348 0.160418 1.794079 -0.2822 0.3736 -1.3404
O 0.524828 -1.239518 -2.212615 -1.5167 0.5048 0.0765
O 0.942843 -0.384614 2.332122 0.9320 -0.5945 0.5040
O -0.748815 0.911664 2.346643 -0.4935 0.3447 0.5799
F 0.142092 1.065017 -2.350361 -0.0040 0.0942 -0.5994
S -0.618483 -0.039231 -0.180067 -1.4862 -0.2020 1.5522
```
Positions in Å, forces in eV/Å.

Calculated values
**F_max**: 0.0583 Eh/bohr
**Charge**: -1
**Energy relative to the best compared isomer or geometry (same formula, charge and spin)**: 26.0 kcal/mol
**Frontier orbital gap**: 7.76 eV

=====

[3]
Below is a 2-piece molecular cluster, C20H34BN2O4 overall in a non-equilibrium geometry, with properties calculated with the ωB97M-V functional and the def2-TZVPD basis.

```
61
Properties=species:S:1:pos:R:3:forces:R:3
C -3.169770 2.748846 0.350884 -0.0190 0.0078 -0.5494
C -2.113637 3.619504 -0.314593 -0.3498 -0.1165 -0.1006
O -1.513105 4.593797 0.520114 -0.0476 0.0053 0.0469
C -0.815598 4.064250 1.635464 0.1984 0.2408 0.1251
C 0.274996 3.073770 1.274158 -0.4114 -0.0713 -0.3361
O -0.173153 1.753051 1.402005 0.2471 -0.0604 0.2863
C 0.622635 0.843476 0.606935 -0.1963 -0.0597 -0.2977
B 0.467031 -0.728093 1.063584 -0.7091 0.2023 0.8013
C -1.073815 -0.956140 1.559486 0.3604 -0.5543 -0.7250
N -2.106154 -0.607138 0.561238 -0.4228 0.1257 0.4404
C -3.427915 -0.628459 1.169643 0.1399 -0.3474 0.0372
C 1.462383 -1.291356 2.243438 0.1427 0.0652 -0.1867
C 2.446374 -0.349417 2.941017 0.2371 -0.0478 0.3826
C 1.763833 0.829409 3.670858 0.1474 -0.4517 -0.0657
C 3.620021 0.089090 2.049930 -0.1770 -0.0347 0.0908
O 0.542722 -1.624515 -0.230308 -0.2662 0.5714 -0.0227
C 1.596859 -1.561637 -0.986037 -0.0046 -0.2864 -0.4646
O 2.680690 -2.018523 -0.715464 0.9270 -0.1108 0.4001
C 1.408789 -1.038373 -2.387723 -0.4323 -0.0854 -0.3355
C 1.667751 0.271606 -2.783532 -0.1311 -0.3276 -0.4807
C 1.503318 0.616838 -4.125353 -0.0256 -0.2947 -0.2093
C 1.086502 -0.322460 -5.071727 -0.0376 -0.3062 0.4259
C 0.811793 -1.631629 -4.677264 0.4389 0.6831 0.6158
C 0.986075 -1.969884 -3.336017 -0.0531 0.1439 -0.4530
H -2.879935 2.394057 1.330022 0.0411 0.0131 0.1929
H -4.127692 3.264725 0.361589 -0.0873 0.0988 0.3675
H -3.291056 1.859553 -0.261866 -0.0176 -0.1774 -0.0269
H -1.374268 2.988403 -0.811022 0.2745 -0.0680 0.2055
H -2.603157 4.187179 -1.102923 0.0619 0.1639 -0.1405
H -1.508739 3.644062 2.364535 -0.0237 -0.2727 0.0573
H -0.349002 4.920244 2.119692 -0.0322 0.2268 -0.0644
H 0.540646 3.259658 0.227460 0.2064 0.1602 -0.0785
H 1.164313 3.277733 1.881489 0.1216 -0.1824 0.1003
H 1.647061 1.232809 0.575472 0.1215 -0.0574 0.0960
H 0.229773 0.930045 -0.413619 0.0039 0.0193 -0.1960
H -1.161427 -2.036209 1.783148 -0.0621 -0.0647 0.2589
H -1.265756 -0.438710 2.497806 -0.0734 0.3032 0.0262
H -2.107299 -1.334035 -0.142668 0.3112 0.1165 -0.1999
H -3.513942 0.168850 1.902790 -0.0264 0.2328 0.0206
H -4.216929 -0.515913 0.425720 -0.0373 0.1256 -0.1015
H -3.619306 -1.564576 1.719142 -0.0708 -0.1123 0.0412
H 0.838406 -1.730913 3.030829 -0.1226 -0.0246 0.1014
H 2.049930 -2.129761 1.863918 0.0317 -0.0957 -0.1804
H 2.915803 -0.928831 3.740999 0.0134 -0.1491 0.0876
H 2.015033 1.781321 3.213161 -0.2375 0.1692 -0.1074
H 0.689265 0.677280 3.686765 -0.1701 0.2647 -0.0832
H 2.100529 0.868835 4.706166 0.0870 0.1076 0.1361
H 4.461752 -0.587433 2.176306 0.1529 -0.0815 -0.0463
H 3.369874 0.076688 0.993119 -0.0695 0.0510 -0.0982
H 3.943429 1.091347 2.328424 0.1802 0.1218 -0.0647
H 2.004008 1.001852 -2.066162 0.0179 0.1234 0.1218
H 1.712458 1.618877 -4.471482 0.0408 0.1632 0.1435
H 0.973940 -0.061439 -6.113411 0.0081 0.2139 -0.0732
H 0.488671 -2.369648 -5.389045 -0.1164 -0.1495 -0.1003
H 0.796426 -2.990671 -3.043800 -0.0075 -0.0879 0.1930
C -1.411856 -5.302641 -2.173112 0.0543 -0.1637 0.2852
C -1.413273 -4.587110 -3.438570 -0.0503 0.1753 0.0451
N -1.413878 -3.973504 -4.407773 -0.0857 -0.2131 -0.1355
H -2.429829 -5.500379 -1.841781 -0.0317 0.0477 -0.0705
H -0.891102 -6.254065 -2.267957 0.0175 0.0166 -0.0712
H -0.911496 -4.713698 -1.404094 0.0211 0.0948 -0.0669
```
Positions in Å, forces in eV/Å.

Calculated values
**F_max**: 0.0212 Eh/bohr
**Charge**: -1
**Frontier orbital gap**: 7.55 eV

=====

[4]
Below is C25H29Cl3GeHfN3OSi as an isolated structure in a non-equilibrium geometry, with properties calculated with the ωB97M-V functional and the def2-TZVPD basis.

```
64
Properties=species:S:1:pos:R:3:forces:R:3
Hf -0.688469 0.673975 0.130775 1.1445 0.7485 0.1432
C -1.948420 -6.132482 0.888231 -0.0033 0.0343 -0.0533
C -1.630676 -5.907665 -0.461723 -0.0227 -0.0871 0.1727
C -1.698600 -4.643320 -0.974143 -0.0672 0.2695 0.0584
C -2.090689 -3.565061 -0.130820 0.0112 -0.0364 0.2501
C -2.380395 -3.801858 1.233235 0.0839 0.1077 -0.1304
C -2.320540 -5.081144 1.727565 0.0171 -0.1181 -0.0221
N -2.169991 -2.276084 -0.607869 0.0376 -0.4434 -0.6739
N -2.279910 -2.160415 -1.853884 0.1548 0.4110 0.5916
C -1.788528 -1.101514 -2.560662 -0.1929 -0.0017 -0.1269
C -1.992594 -1.338504 -3.941556 -0.0397 0.0457 0.0185
C -1.374221 -0.551740 -4.883995 0.0167 0.0096 -0.0200
C -0.550045 0.461303 -4.426947 0.0248 0.0753 0.0569
C -0.405209 0.731616 -3.054430 -0.0717 -0.0916 -0.1269
C -1.037812 0.013811 -2.044788 -0.0963 -0.4163 -0.2262
H -1.909965 -7.140277 1.281533 0.0161 0.0123 -0.0042
H -1.345518 -6.736927 -1.093927 -0.0056 -0.0006 0.0057
H -1.474549 -4.450494 -2.013121 0.0031 0.0090 -0.0253
H -2.664638 -2.981803 1.868959 -0.0593 0.1864 0.0364
H -2.563532 -5.274350 2.762963 -0.0006 -0.0049 -0.0103
H -2.605267 -2.184223 -4.224100 -0.0001 -0.0004 0.0165
H -1.501513 -0.740329 -5.940522 -0.0103 0.0141 0.0063
H -0.017130 1.079326 -5.139572 0.0157 -0.0139 0.0234
H 0.250235 1.546746 -2.803783 0.0637 0.0330 0.0006
O 0.150653 2.620009 -0.947217 -0.3092 -0.4130 -0.0124
C -0.585130 3.657322 -1.667404 0.0222 0.0376 -0.0588
C -1.179370 4.674022 -0.724881 -0.0107 -0.0037 0.0596
C -1.994905 3.994991 0.385907 0.0803 0.0015 0.0137
C -1.155458 3.656104 1.588427 0.0190 -0.0241 -0.0141
C -1.007481 4.582918 2.607467 -0.0227 0.0357 -0.0052
C -0.191005 4.299338 3.686780 0.0059 0.0216 0.0303
C 0.477985 3.084658 3.723752 0.0210 0.0044 0.0185
C 0.285204 2.200843 2.688571 -0.0318 0.0816 -0.0322
N -0.516480 2.471973 1.636162 -0.1454 -0.2064 0.0821
H 0.981907 2.968844 -0.602908 0.0571 -0.0183 0.0969
H -1.368289 3.121101 -2.202016 -0.0030 -0.0089 0.0024
H 0.084118 4.106481 -2.400012 0.0296 -0.0155 0.0058
H -1.816857 5.332309 -1.317307 -0.0045 0.0022 0.0103
H -0.397666 5.300856 -0.288785 -0.0106 0.0247 -0.0214
H -2.471972 3.093036 -0.016283 -0.0393 0.0025 0.0045
H -2.809094 4.639908 0.711437 -0.0158 0.0004 -0.0138
H -1.543883 5.520580 2.549539 -0.0003 -0.0091 0.0093
H -0.078518 5.015239 4.490325 -0.0001 -0.0043 -0.0060
H 1.129865 2.818644 4.542909 0.0035 0.0075 -0.0045
H 0.788843 1.243486 2.680171 -0.0179 -0.0349 0.0039
C 5.389425 0.150972 -0.057500 0.0859 0.1499 -0.0804
Si 4.213284 -1.138068 0.554448 -0.0306 -0.0499 0.0513
C 4.270359 -2.667332 -0.486835 -0.0256 -0.1359 -0.1175
C 4.438237 -1.500251 2.355897 -0.0070 -0.0135 0.1638
C 2.469349 -0.448907 0.378379 -0.1097 0.1139 -0.0321
C 1.329716 -0.006318 0.279667 -0.2372 -0.0452 -0.0393
H 6.411717 -0.206747 0.089727 -0.0048 0.0277 -0.0232
H 5.290540 1.097118 0.477448 -0.0021 -0.0282 0.0078
H 5.254163 0.341912 -1.123701 0.0173 0.0054 0.0159
H 5.247395 -3.144658 -0.379445 -0.0139 0.0019 -0.0203
H 4.129115 -2.428672 -1.542709 0.0067 -0.0278 0.0085
H 3.511029 -3.394574 -0.193707 0.0145 0.0184 0.0107
H 5.401555 -1.990700 2.514504 -0.0108 0.0128 0.0134
H 3.659218 -2.164555 2.734414 0.0211 0.0016 -0.0028
H 4.429194 -0.585975 2.952545 0.0015 -0.0215 0.0015
Cl -4.010470 2.016062 2.384537 -0.0024 -0.0262 -0.1087
Ge -3.522235 0.568443 0.851870 -0.3536 0.1381 0.3250
Cl -5.048277 -0.880836 1.173020 0.1040 -0.1428 -0.1175
Cl -1.457803 -0.458162 2.175391 -0.1001 -0.2022 -0.1856
```
Positions in Å, forces in eV/Å.

Calculated values
**Spin multiplicity**: 2
**F_max**: 0.0267 Eh/bohr
**Charge**: +2
**Energy relative to the best compared isomer or geometry (same formula, charge and spin)**: 20.5 kcal/mol
**Frontier orbital gap (spin up / spin down)**: 7.07 / 6.01 eV

=====

[5]
Below is a 2-piece molecular cluster, C7H10N2O overall in a non-equilibrium geometry, with properties calculated with the ωB97M-V functional and the def2-TZVPD basis.

```
20
Properties=species:S:1:pos:R:3:forces:R:3
C 3.362590 0.558488 0.341384 -0.1057 -0.1608 0.0067
C 2.348618 -0.294510 0.439470 0.4976 0.0425 0.0126
C 0.999376 0.035953 0.895414 -0.5811 1.9222 -0.6956
C 0.484623 1.290014 0.994755 1.2584 -0.6711 1.1779
N 0.200491 -1.055608 1.087548 -1.0024 -0.4887 -0.0580
C -0.992421 -1.301242 0.982066 1.1633 -1.4285 1.6746
O -1.986390 -1.869139 1.218372 -0.3978 0.5605 -0.7567
H 4.329858 0.236507 -0.010053 0.0690 -0.0734 -0.0448
H 3.270381 1.598671 0.610874 -0.0521 0.1379 0.0464
H 2.493391 -1.340794 0.201528 0.0396 -0.0235 -0.0767
H -0.414731 1.465856 1.562595 -0.4098 -0.1197 -0.3075
H 1.121489 2.153081 0.895776 0.1253 0.0847 -0.3257
C -1.120979 -0.696830 -1.896987 -0.0267 -0.2111 0.4220
C -1.649175 0.134265 -0.996870 0.9732 2.0063 -0.3694
N -2.990816 0.231794 -0.682142 -0.3000 -0.1262 0.3091
H -1.689401 -1.504464 -2.328858 -0.2108 -0.0588 -0.1925
H -0.082376 -0.637034 -2.164986 0.2303 0.0684 0.0616
H -0.988853 0.978500 -0.570686 -1.2362 -1.4681 -0.7420
H -3.493938 -0.637047 -0.790643 -0.1117 0.0422 -0.0324
H -3.201737 0.653540 0.211441 0.0775 -0.0350 -0.1094
```
Positions in Å, forces in eV/Å.

Calculated values
**F_max**: 0.0484 Eh/bohr
**Charge**: 0
**Energy relative to the best compared isomer or geometry (same formula, charge and spin)**: 72.7 kcal/mol
**Frontier orbital gap**: 8.57 eV